A molecular structure, C44H52F9O8V at a distorted geometry, computed with the ωB97M-V functional and the def2-TZVPD basis.

```
! wB97M-V def2-TZVPD RIJCOSX def2/J DEFGRID3
* xyz 0 1
O -3.3799 -3.0863 -3.3270
V -2.7936 -2.1594 -2.1778
O -3.6918 -2.3381 -0.8809
C -0.3246 -2.0363 -1.2291
O -0.9843 -0.8597 -0.9414
O -1.0410 -2.8225 -2.1234
C 1.0477 -1.6855 -1.8337
F 1.8220 -2.7388 -1.8080
F 0.8671 -1.2118 -3.0824
F 1.6395 -0.7097 -1.1621
C -0.9178 -0.4249 0.4759
C -1.4513 -1.4409 1.5048
H -2.4891 -1.7067 1.2926
H -0.9469 -2.4558 1.5354
H -1.5090 -0.9748 2.4599
H -1.5492 0.4449 0.6480
H 0.1423 -0.1596 0.7019
H -0.0630 -2.6592 -0.3764
F 7.3775 -1.9937 -4.8076
C 8.4235 -1.4044 -4.1694
C 8.3091 -0.9261 -2.8780
C 9.4060 -0.4743 -2.2570
C 10.6787 -0.5212 -2.8556
C 10.7524 -0.7926 -4.1826
C 9.6448 -1.3417 -4.8446
H 7.3082 -0.8517 -2.5119
H 9.3803 -0.0511 -1.2210
H 11.5140 -0.1869 -2.2467
H 11.6834 -0.8481 -4.6485
H 9.7042 -1.8055 -5.7962
F -3.7027 0.2036 0.8281
C -4.4328 0.9426 -0.0209
C -5.8276 0.8426 -0.0492
C -6.5110 1.7904 -0.7196
C -5.8611 2.7203 -1.5564
C -4.4956 2.7769 -1.5501
C -3.7528 1.8775 -0.7861
H -6.3793 0.1500 0.6632
H -7.6242 1.7231 -0.6891
H -6.3641 3.4504 -2.0879
H -3.9796 3.5655 -1.9924
H -2.6432 1.9074 -0.7615
F -2.0336 4.0955 -3.3290
C -1.1158 3.5841 -4.0974
C -1.4735 2.4509 -4.8780
C -0.6075 2.0617 -5.8912
C 0.6490 2.6770 -6.0322
C 0.9820 3.7235 -5.2751
C 0.1005 4.1952 -4.3089
H -2.4340 1.8819 -4.7935
H -0.8744 1.3171 -6.6200
H 1.3097 2.2857 -6.8247
H 1.9270 4.2382 -5.3547
H 0.2644 5.1594 -3.7864
F 2.7717 -3.9054 8.7380
C 2.6929 -3.8037 7.4486
C 1.4724 -3.7151 6.8105
C 1.4599 -3.5328 5.4204
C 2.6657 -3.4710 4.7186
C 3.9086 -3.5461 5.3672
C 3.9445 -3.7836 6.7170
H 0.6025 -3.9824 7.3663
H 0.5235 -3.5124 4.8978
H 2.5866 -3.4392 3.6793
H 4.8133 -3.4126 4.7642
H 4.9081 -4.0213 7.2347
F -0.6038 4.0945 -0.0502
C -0.8545 3.7162 1.2131
C 0.0263 2.8483 1.8360
C -0.2752 2.4050 3.1045
C -1.4091 2.8885 3.7855
C -2.3017 3.7172 3.1136
C -2.0421 4.1480 1.7964
H 0.9686 2.4596 1.3251
H 0.4158 1.7335 3.5490
H -1.6337 2.6436 4.7734
H -3.2046 4.0395 3.5944
H -2.7261 4.8878 1.3453
F -3.6195 -0.7001 4.2906
C -4.9403 -0.8145 3.9412
C -5.3467 -1.6162 2.8955
C -6.6932 -1.7095 2.6517
C -7.6283 -1.0375 3.4149
C -7.2010 -0.2956 4.5005
C -5.8372 -0.2087 4.7915
H -4.5385 -2.0854 2.2988
H -7.0316 -2.3183 1.8290
H -8.7324 -0.9968 3.1750
H -7.9250 0.2318 5.1101
H -5.4615 0.3988 5.6053
C 1.7261 -5.3561 -3.1032
O 0.5863 -5.5642 -2.2118
H 2.5605 -5.8325 -2.6456
H 1.5733 -5.7751 -4.1335
H 1.9954 -4.2662 -3.2309
H -0.1994 -5.2326 -2.7599
C 2.4928 4.7744 -0.5801
O 3.3031 3.8299 0.1154
H 2.2438 5.6496 -0.0008
H 2.9667 5.1127 -1.4723
H 1.5104 4.3614 -0.7978
H 3.4561 4.1441 1.0008
C 3.8286 -0.1848 3.0606
O 3.3780 0.7404 2.0518
H 3.7620 -1.1929 2.7126
H 4.7484 0.1936 3.5367
H 3.0756 -0.1464 3.8776
H 3.9300 0.8426 1.2662
C -4.1945 -0.0331 -3.8694
O -3.3753 -0.2654 -2.7732
H -5.2235 -0.1241 -3.6081
H -4.0118 0.9944 -4.1535
H -3.9504 -0.7011 -4.6431
H -3.6156 0.3293 -2.0352
*
```

LUMO energy = 0.46 eV
F_max = 3.8 eV/Å
E_tot = -4152.43702 hartree